{"formula": "C7H10", "method": "wB97M-V/def2-TZVPD", "total_energy_ha": -272.4420, "lumo_energy_ev": 0.440, "symbols": ["C", "C", "C", "C", "C", "C", "C", "H", "H", "H", "H", "H", "H", "H", "H", "H", "H"], "positions_angstrom": [[-1.35204, -1.28066, 0.57510], [-0.09842, -1.86283, 1.15353], [-0.29470, -1.63451, -0.42989], [0.49982, -0.50344, -1.06859], [-0.19956, 0.71541, -1.23081], [0.19991, 1.20630, -0.11071], [0.85995, 2.54192, 0.12461], [-2.23781, -1.89628, 0.70699], [0.43804, -1.03083, 1.62534], [0.66152, -2.66461, 1.22324], [-0.76334, -2.26887, -1.18744], [-1.57903, -0.31720, 1.00244], [1.57226, -0.64179, -1.05230], [-0.95593, 1.08424, -1.95288], [1.93274, 2.29211, 0.29119], [0.85318, 3.26054, -0.70642], [0.46340, 3.00051, 1.03660]], "lowdin_charge": [-0.174, -0.105, -0.253, -0.059, -0.207, -0.060, -0.090, 0.094, 0.078, 0.103, 0.136, 0.092, 0.106, 0.118, 0.082, 0.075, 0.062]}

***

{"formula": "C7H10", "method": "wB97M-V/def2-TZVPD", "smiles": "C=CC(C=C)=CC", "total_energy_ha": -272.6243, "lumo_energy_ev": 0.833, "symbols": ["C", "C", "C", "C", "C", "C", "C", "H", "H", "H", "H", "H", "H", "H", "H", "H", "H"], "positions_angstrom": [[0.08652, 1.47609, -0.63248], [-0.51315, 2.48642, -0.01156], [0.44602, -0.10570, 1.28156], [0.15111, 0.10454, -0.02833], [-0.34645, -1.02080, -0.86988], [-0.70905, -0.89132, -2.15269], [0.84633, -1.49210, 1.71574], [0.81608, 1.67884, -1.40697], [-1.33765, 2.40943, 0.68539], [-0.31305, 3.50613, -0.34051], [0.35217, 0.72487, 1.97064], [-0.79244, -1.83437, -0.30427], [-0.95940, -1.69039, -2.83321], [-0.60215, 0.10877, -2.57285], [1.17040, -1.47515, 2.75839], [1.66254, -1.76875, 1.05009], [0.04218, -2.21654, 1.69093]], "lowdin_charge": [-0.159, 0.003, -0.092, -0.274, -0.141, 0.022, -0.103, 0.105, 0.064, 0.053, 0.103, 0.096, 0.052, 0.050, 0.070, 0.084, 0.065]}

***

{"formula": "C7H10", "method": "wB97M-V/def2-TZVPD", "smiles": "C1C[C@H]2[C@@H]1[C@H]1C[C@@H]21", "total_energy_ha": -272.4895, "lumo_energy_ev": 1.119, "symbols": ["C", "C", "C", "C", "C", "C", "C", "H", "H", "H", "H", "H", "H", "H", "H", "H", "H"], "positions_angstrom": [[1.48371, 0.08846, 0.95630], [1.10851, 0.85374, -0.20296], [0.92824, -0.97298, -0.43530], [-0.48021, -0.67096, -0.70441], [-1.61225, -0.71061, 0.32947], [-1.47666, 0.82785, 0.51874], [-0.37553, 0.86380, -0.56974], [2.55287, -0.03218, 1.14105], [0.82021, 0.00522, 1.82080], [1.83695, 1.47338, -0.73100], [1.41790, -1.94510, -0.49085], [0.00072, -1.36882, -1.68319], [-1.43056, -1.32630, 1.22188], [-2.57589, -0.99808, -0.11310], [-2.37670, 1.40479, 0.27086], [-1.13703, 1.12710, 1.52030], [-0.60465, 1.44310, -1.47408]], "lowdin_charge": [-0.084, -0.110, -0.099, -0.329, -0.132, -0.125, -0.239, 0.084, 0.075, 0.118, 0.087, 0.203, 0.107, 0.101, 0.104, 0.102, 0.137]}

***

{"formula": "C7H10", "method": "wB97M-V/def2-TZVPD", "total_energy_ha": -272.5260, "lumo_energy_ev": [0.357, 0.078], "symbols": ["C", "C", "C", "C", "C", "C", "C", "H", "H", "H", "H", "H", "H", "H", "H", "H", "H"], "positions_angstrom": [[0.00797, 1.80174, -0.16600], [-0.72499, 1.19132, 0.76607], [0.72778, 0.86261, -1.04802], [-0.85362, -0.35896, 0.58469], [0.50814, -0.31061, 0.04647], [-2.00570, -0.76844, -0.32278], [1.70049, -0.74688, 0.74329], [0.22999, 2.87818, -0.20932], [0.38075, 0.75417, -2.03559], [1.79660, 1.13238, -1.11097], [-0.90041, -0.83856, 1.53960], [-1.64545, -1.08214, -1.39542], [-2.74277, 0.13551, -0.40547], [-2.61752, -1.65782, 0.08702], [2.72685, -0.29636, 0.61260], [1.88274, -1.85858, 0.44643], [1.52916, -0.83755, 1.86742]], "lowdin_charge": [-0.184, 0.028, -0.122, -0.384, -0.203, -0.077, -0.074, 0.096, 0.081, 0.106, 0.116, 0.105, 0.102, 0.087, 0.095, 0.122, 0.107]}

***

What did the third record say?
{"formula": "C7H10", "method": "wB97M-V/def2-TZVPD", "smiles": "C1C[C@H]2[C@@H]1[C@H]1C[C@@H]21", "total_energy_ha": -272.4895, "lumo_energy_ev": 1.119, "symbols": ["C", "C", "C", "C", "C", "C", "C", "H", "H", "H", "H", "H", "H", "H", "H", "H", "H"], "positions_angstrom": [[1.48371, 0.08846, 0.95630], [1.10851, 0.85374, -0.20296], [0.92824, -0.97298, -0.43530], [-0.48021, -0.67096, -0.70441], [-1.61225, -0.71061, 0.32947], [-1.47666, 0.82785, 0.51874], [-0.37553, 0.86380, -0.56974], [2.55287, -0.03218, 1.14105], [0.82021, 0.00522, 1.82080], [1.83695, 1.47338, -0.73100], [1.41790, -1.94510, -0.49085], [0.00072, -1.36882, -1.68319], [-1.43056, -1.32630, 1.22188], [-2.57589, -0.99808, -0.11310], [-2.37670, 1.40479, 0.27086], [-1.13703, 1.12710, 1.52030], [-0.60465, 1.44310, -1.47408]], "lowdin_charge": [-0.084, -0.110, -0.099, -0.329, -0.132, -0.125, -0.239, 0.084, 0.075, 0.118, 0.087, 0.203, 0.107, 0.101, 0.104, 0.102, 0.137]}